29
Properties=species:S:1:pos:R:3:forces:R:3:lowdin_charge:R:1 method="wB97M-V/def2-TZVPD" e_above_lowest_ev=3.074 energy_ha=-864.87656 max_force_ev_per_a=6.726 orbital_gap_ev="8.16 / 6.75" multiplicity=1 homo_energy_ev="-7.3 / -7.3"
C 4.18582 -0.47306 0.91076 1.487 -0.970 2.023 -0.10
C 3.79279 -1.15783 -0.23915 -0.077 -0.350 1.416 -0.11
C 3.41520 0.59188 1.39446 1.442 -1.056 1.073 -0.11
C 2.61428 -0.85322 -0.89520 0.857 0.152 -0.196 -0.05
C 2.27737 0.91834 0.73547 -0.806 1.542 -0.627 -0.08
C 1.85360 0.22754 -0.42047 -0.353 0.020 -0.874 -0.31
C -1.27281 1.44346 0.50568 -0.259 -0.572 0.422 -0.44
C 0.73594 0.63876 -1.23310 -0.653 1.207 -0.392 -0.37
C -2.48573 0.50112 0.10977 1.279 0.684 0.636 -0.45
C -1.87349 -0.67329 -0.51419 1.408 -1.139 2.101 -0.20
C -3.45741 0.05969 1.27067 2.699 5.672 2.403 -0.05
C -2.37382 -1.23865 -1.77064 0.642 -3.093 1.300 -0.12
S -0.23535 2.08264 -0.86823 -0.503 -0.783 0.159 0.85
H 5.07485 -0.89447 1.59813 -1.987 1.114 -1.938 0.14
H 4.31016 -2.07974 -0.39757 0.416 -0.272 -0.803 0.09
H 3.70047 1.06700 2.35590 -0.200 -0.073 -0.945 0.11
H 2.41075 -1.38251 -1.83695 -0.400 0.285 0.592 0.12
H 1.85300 1.90069 0.99324 -0.493 -0.779 -0.100 0.10
H -1.70056 2.28341 1.02178 0.113 0.680 0.364 0.06
H -0.54455 0.94239 1.15748 -0.473 -0.032 0.107 0.07
H 0.75040 0.47460 -2.32581 0.097 -0.393 0.817 0.07
H -3.06359 1.14977 -0.53914 -0.244 -0.344 -0.660 0.12
H -1.34594 -1.35253 0.34282 -1.180 1.332 -2.500 0.17
H -4.08896 1.03124 1.48522 0.860 -2.004 -0.189 0.11
H -2.90525 -0.14759 2.26617 -0.892 -0.140 -1.757 0.11
H -4.05175 -0.66945 0.91729 -2.089 -2.706 -0.789 0.01
H -1.58450 -1.99850 -2.11385 -1.309 1.249 -0.282 0.10
H -2.73908 -0.51432 -2.46371 0.175 0.408 -0.688 0.07
H -3.25186 -1.87737 -1.44685 0.443 0.358 -0.673 0.09